(1)
Below is C11H11NO in the gas phase at a distorted geometry, with properties calculated with ωB97M-V with the def2-TZVPD basis set.

Values from the calculation:
E_LUMO, eV: 0.375
HOMO-LUMO gap, eV: 8.333

Bonds (Å) are listed after each position.
Positions of all 24 atoms, in Å:
1 C 3.25 -0.67 0.30  C2 1.377, C3 1.356, H14 1.140
2 C 3.37 0.69 0.49  C1 1.377, C4 1.386, H15 0.994
3 C 2.17 -1.20 -0.33  C1 1.356, C5 1.396, H16 1.130
4 C 2.35 1.56 0.16  C2 1.386, C6 1.421, H17 1.137
5 C 0.99 -0.46 -0.40  C3 1.396, C6 1.423, C7 1.439
6 C 1.11 0.93 -0.15  C4 1.421, C5 1.423, N12 1.398
7 C -0.13 -1.29 -0.78  C5 1.439, C8 1.335, H18 1.071
8 C -1.44 -1.32 -0.52  C7 1.335, C10 1.435, H19 1.134
9 C -1.29 1.32 0.01  N12 1.406, O13 1.202
10 C -2.16 -0.59 0.48  C8 1.435, C11 1.556, H20 1.182
11 C -3.66 -0.16 0.47  C10 1.556, H21 1.158, H22 1.113, H23 1.120
12 N 0.00 1.76 -0.33  C6 1.398, C9 1.406, H24 0.983
13 O -2.11 2.16 -0.21  C9 1.202
14 H 4.13 -1.38 0.46  C1 1.140
15 H 4.27 0.97 0.80  C2 0.994
16 H 2.07 -2.28 -0.66  C3 1.130
17 H 2.31 2.70 0.21  C4 1.137
18 H 0.17 -2.15 -1.34  C7 1.071
19 H -2.04 -2.18 -0.95  C8 1.134
20 H -1.66 -0.70 1.54  C10 1.182
21 H -3.89 0.87 -0.01  C11 1.158
22 H -3.85 -0.13 1.57  C11 1.113
23 H -4.12 -1.05 -0.03  C11 1.120
24 H 0.15 2.61 -0.80  N12 0.983

Here are the Mulliken charges for atoms 1 to 2, given in e: -0.66 -0.39

---

(2)
Below is C11H11NO2 in the gas phase at a distorted geometry, with properties calculated with ωB97M-V with the def2-TZVPD basis set.

Values from the calculation:
E_LUMO (alpha / beta), eV: -1.196 / -1.203
HOMO-LUMO gap (alpha / beta), eV: 6.916 / 6.481

Bonds (Å) are listed after each position.
Positions of all 25 atoms, in Å:
1 C 2.96 1.26 0.02  C2 1.363, C3 1.404, H15 1.067
2 C 2.16 1.36 -1.08  C1 1.363, C4 1.474, H16 1.094
3 C 2.55 0.46 1.10  C1 1.404, C5 1.396, H17 1.004
4 C 0.79 0.81 -1.09  C2 1.474, C6 1.480, N12 1.557, H18 1.131
5 C 1.41 -0.33 0.96  C3 1.396, C6 1.437, H19 1.085
6 C 0.49 -0.28 -0.14  C4 1.480, C5 1.437, C9 1.416
7 C -2.74 0.53 0.95  C10 1.425, O13 1.211, H20 1.115
8 C -1.77 -0.55 -1.29  C9 1.503, C10 1.473, H21 1.096, H22 1.140
9 C -0.77 -0.93 -0.23  C6 1.416, C8 1.503, C10 1.524, C11 1.569
10 C -1.75 0.21 -0.03  C7 1.425, C8 1.473, C9 1.524
11 C -1.08 -2.35 0.36  C9 1.569, H23 1.153, H24 1.161, H25 1.055
12 N -0.19 1.82 -0.42  C4 1.557, O14 1.214
13 O -3.89 0.72 0.66  C7 1.211
14 O 0.17 2.44 0.56  N12 1.214
15 H 3.97 1.58 0.02  C1 1.067
16 H 2.61 1.59 -2.05  C2 1.094
17 H 3.11 0.58 1.92  C3 1.004
18 H 0.50 0.83 -2.19  C4 1.131
19 H 1.09 -0.84 1.87  C5 1.085
20 H -2.29 0.63 1.97  C7 1.115
21 H -1.54 -0.22 -2.31  C8 1.096
22 H -2.53 -1.39 -1.28  C8 1.140
23 H -1.01 -2.20 1.50  C11 1.153
24 H -0.23 -3.13 0.22  C11 1.161
25 H -2.04 -2.62 0.01  C11 1.055

Here are the Mulliken charges for atoms 1 to 2, given in e: -0.53 -0.69

---

(3)
Below is C11H11NS in the gas phase at a distorted geometry, with properties calculated with ωB97M-V with the def2-TZVPD basis set.

Values from the calculation:
SMILES string: C[C@@]12C3=CC=CC=C1[C@]2(C)C=NS3
E_LUMO, eV: 0.806
HOMO-LUMO gap, eV: 8.866

Bonds (Å) are listed after each position.
Positions of all 24 atoms, in Å:
1 C -0.16 0.35 2.47  C2 1.366, C3 1.411, H14 1.047
2 C 0.81 1.27 2.20  C1 1.366, C4 1.427, H15 1.084
3 C -0.47 -0.79 1.70  C1 1.411, C6 1.328, H16 1.048
4 C 1.72 1.20 1.10  C2 1.427, C7 1.339, H17 1.140
5 C 0.79 -1.68 -1.73  C8 1.475, N12 1.230, H18 1.110
6 C -0.15 -0.59 0.43  C3 1.328, C8 1.491, C9 1.468
7 C 1.53 0.56 -0.06  C4 1.339, C9 1.604, S13 1.774
8 C -0.31 -1.05 -0.98  C5 1.475, C6 1.491, C9 1.540, C10 1.568
9 C 0.04 0.41 -0.64  C6 1.468, C7 1.604, C8 1.540, C11 1.495
10 C -1.78 -1.31 -1.44  C8 1.568, H19 1.108, H20 1.114, H21 1.127
11 C -0.73 1.68 -0.74  C9 1.495, H22 1.081, H23 1.043, H24 1.149
12 N 1.97 -1.35 -1.78  C5 1.230, S13 1.645
13 S 2.81 -0.13 -1.06  C7 1.774, N12 1.645
14 H -0.64 0.43 3.40  C1 1.047
15 H 0.92 1.94 3.05  C2 1.084
16 H -0.87 -1.65 2.14  C3 1.048
17 H 2.81 1.41 1.35  C4 1.140
18 H 0.48 -2.46 -2.46  C5 1.110
19 H -1.57 -2.11 -2.18  C10 1.108
20 H -2.28 -0.37 -1.77  C10 1.114
21 H -2.41 -1.71 -0.60  C10 1.127
22 H -0.37 2.09 0.19  C11 1.081
23 H -1.73 1.50 -0.95  C11 1.043
24 H -0.43 2.33 -1.64  C11 1.149

Here are the Mulliken charges for atoms 1 to 2, given in e: -0.26 -0.93